The following is a DFT calculation (ωB97M-V/def2-TZVPD) of a structure of composition C24H17Br4N3O3S3Zn.

ORCA input file:
```
! RIJCOSX wB97M-V def2-TZVPD def2/J DEFGRID3
* xyz -2 1
Zn -0.04578 -0.16733 0.21329
S 0.68359 -0.52129 2.47130
C 2.24626 -0.47243 1.73540
S 2.30963 -0.23074 0.02039
C 3.41391 -0.60718 2.49632
C 4.71896 -0.62435 1.90500
N 5.78939 -0.66216 1.46993
C 3.36954 -0.74700 3.92207
N 3.37101 -0.86904 5.07222
Br -6.55061 -1.49864 -1.62105
C -4.88123 -0.64207 -1.34384
C -4.74578 0.72288 -1.54485
Br -6.22264 1.77322 -2.10557
C -3.49426 1.33154 -1.31946
Br -3.22930 3.19279 -1.58350
C -2.37997 0.61196 -0.88426
O -1.20467 1.15557 -0.66609
C -2.52142 -0.81064 -0.67904
O -1.46875 -1.48574 -0.27143
C -3.76543 -1.39213 -0.91913
Br -3.86314 -3.26527 -0.65208
C -0.09934 2.44939 5.14897
C 0.33574 2.73660 3.73223
C -0.59603 2.90626 2.71148
C -0.19349 3.09841 1.39424
C 1.16374 3.14136 1.10391
C 2.10588 2.97236 2.10705
C 1.68913 2.77762 3.41207
S 1.82252 3.26858 -0.56309
C 0.87441 4.72058 -1.07204
O 3.22846 3.75075 -0.40445
H -1.18613 2.48025 5.23921
H 0.32662 3.17384 5.84988
H 0.24340 1.45467 5.45026
H -1.65699 2.85330 2.93702
H -0.93979 3.15938 0.61109
H 3.15882 2.98077 1.84909
H 2.42894 2.59902 4.18678
H 1.13350 5.52781 -0.38633
H -0.19545 4.50221 -1.05770
H 1.19649 4.95265 -2.08785
N 0.72046 -3.30981 -1.26397
C 0.45465 -3.91128 -2.46422
C -0.63652 -3.48381 -3.24401
C -0.89956 -4.07163 -4.46962
C -0.09205 -5.09485 -4.96719
C 0.99082 -5.51469 -4.20486
C 1.26623 -4.93787 -2.97296
H 1.39232 -3.70936 -0.63764
H 0.00740 -2.71829 -0.85605
H -1.26955 -2.68722 -2.85957
H -1.75099 -3.72737 -5.04491
H -0.30491 -5.55112 -5.92759
H 1.63232 -6.30730 -4.57495
H 2.11963 -5.27314 -2.38986
*
```

Calculated values
frontier orbital gap: 0.23606 Ha
LUMO: 3.739 eV
HOMO level: -2.685 eV

=====

The following is a DFT calculation (ωB97M-V/def2-TZVPD) of a structure of composition C28H48AgN4O12.

ORCA input file:
```
! RIJCOSX wB97M-V def2-TZVPD def2/J DEFGRID3
* xyz -3 3
Ag 0.41183 -0.28861 -0.34323
C 0.95189 -1.57298 4.94322
C 1.92408 -0.92717 5.77366
C 2.94061 0.00564 4.98415
O 3.67079 0.67270 5.63935
C 2.80668 0.06031 3.51684
C 1.95596 -0.70744 2.80711
C 0.93648 -1.55331 3.59700
O -0.08487 -2.16364 2.99215
O 1.96516 -0.53988 1.49476
O 2.06916 -1.07799 7.00011
H 0.18936 -2.11403 5.48381
H 3.52017 0.57939 2.89403
C -0.78772 2.33915 -4.25654
C -1.38243 3.39985 -4.96968
C -2.89900 3.79456 -4.55215
O -3.45627 4.58287 -5.29527
C -3.33247 3.42434 -3.15317
C -2.60802 2.34783 -2.61653
C -1.32908 1.79536 -3.18081
O -0.61098 0.88580 -2.60061
O -2.96987 2.17383 -1.40454
O -0.87910 4.09289 -5.84105
H 0.15619 1.96391 -4.62346
H -4.14554 3.93122 -2.65479
C 3.48551 -2.24825 -1.91282
C 1.99896 -2.91627 -1.89334
C 1.88811 -3.81145 -0.59809
O 0.62491 -4.20977 -0.25725
C 0.55695 -5.27010 0.68455
N 0.99322 -1.84731 -1.92555
H 3.64045 -1.66175 -2.81842
H 4.33414 -2.93130 -1.87582
H 3.75726 -1.55298 -1.11856
H 1.89882 -3.57202 -2.75824
H 2.37576 -3.14824 0.11637
H 2.48312 -4.70754 -0.77442
H 0.79392 -4.88131 1.67490
H 1.25996 -6.09319 0.55656
H -0.42487 -5.74232 0.71842
H 1.27951 -1.51412 -2.83502
H 0.10624 -2.17916 -2.27662
C -0.97113 3.44253 1.97556
C -0.84555 1.92296 1.91651
C -2.07350 1.08177 2.40346
O -2.15265 1.27172 3.80204
C -3.33603 0.63081 4.38388
N -0.57545 1.58966 0.50436
H -0.07847 4.02924 2.19240
H -1.59256 3.60962 2.85533
H -1.55172 3.75693 1.10829
H 0.03670 1.52388 2.41697
H -1.94409 0.01113 2.24503
H -3.01175 1.37442 1.93215
H -2.96997 0.21941 5.32455
H -3.58878 -0.35145 3.98466
H -4.18568 1.31263 4.42006
H -1.45595 1.75684 0.03868
H -0.04806 2.29136 0.00478
C -3.57841 -1.36585 0.40689
C -2.47611 -2.13702 -0.16699
C -2.50031 -2.12156 -1.78762
O -1.53457 -3.00465 -2.26834
C -1.91151 -4.38167 -2.29007
N -1.15407 -1.86422 0.37217
H -4.55710 -1.56999 -0.02737
H -3.46114 -0.33737 0.06543
H -3.60475 -1.57632 1.47605
H -2.83626 -3.00736 0.38156
H -2.04761 -1.16314 -2.04178
H -3.48152 -2.43349 -2.14544
H -2.01380 -4.95475 -1.36855
H -1.11049 -4.88772 -2.82894
H -2.90782 -4.55432 -2.69707
H -0.50680 -2.60887 0.15621
H -1.30468 -1.88117 1.37073
C 4.25122 1.74197 -0.33534
C 2.76353 1.91930 -0.41996
C 2.32926 3.37818 -1.07618
O 0.93215 3.45922 -0.84101
C 0.47780 4.72764 -1.32470
N 2.26107 0.86295 -1.28280
H 4.65404 1.88694 -1.33775
H 4.61270 0.74991 -0.06466
H 4.81635 2.49085 0.21954
H 2.42729 1.86134 0.61526
H 2.75305 3.34547 -2.07989
H 2.92824 4.09269 -0.51156
H 0.63822 4.66003 -2.40071
H 1.03491 5.50702 -0.80481
H -0.57637 4.94613 -1.15413
H 3.14429 0.52988 -1.64208
H 1.81925 1.39902 -2.01596
*
```

Calculated values
frontier orbital gap (spin up / spin down): 0.09828 / 0.17411 Ha
LUMO (spin up / spin down): 5.656 / 5.655 eV
HOMO level (spin up / spin down): 2.981 / 0.917 eV